1.
ORCA calculation (the ωB97M-V functional and the def2-TZVPD basis) on a 2-piece molecular cluster, C19H37B2Br2N4O5 overall at a distorted geometry.

Each line ends with the Mulliken charge.
Element x y z (Å)
H  -0.288  -1.753  2.937  0.452
H  4.728  0.713  -0.913  0.320
C  -2.210  3.843  0.046  0.798
H  5.666  -1.098  2.732  0.373
C  -4.305  -1.280  -5.393  -0.585
H  -3.715  -1.412  -1.678  0.309
H  -0.286  2.323  0.108  0.631
C  3.138  -0.302  2.692  -1.504
Br  -2.328  0.788  -5.152  -0.122
C  2.565  -1.347  -0.662  -0.120
O  2.743  -2.576  3.329  -0.475
H  -1.599  1.342  0.692  0.393
C  -3.262  -0.557  -6.202  -0.583
H  -0.816  0.616  3.919  0.607
O  -3.086  3.292  -0.554  -0.515
C  -1.594  -0.275  -1.536  -1.261
H  0.731  -1.900  -1.651  0.454
C  -3.234  -1.875  -0.829  -0.980
C  1.084  -0.992  1.595  -0.569
N  3.155  -0.924  0.431  -1.275
N  -2.137  -0.971  -0.332  -0.105
H  -3.391  2.065  1.726  0.296
C  -0.901  2.130  0.988  -0.871
H  -3.586  3.757  2.138  0.388
C  0.304  -0.845  2.854  -1.682
H  2.910  -2.186  -2.595  0.431
H  -2.367  0.317  -2.010  0.398
H  -3.730  -0.011  -7.017  0.350
H  -2.851  -2.837  -1.157  0.323
H  -4.904  -0.612  -4.783  0.382
H  3.207  -3.403  3.480  0.313
H  -0.789  4.925  -1.147  0.261
O  3.186  0.453  -3.446  -0.530
C  0.410  -1.409  0.410  1.640
H  4.313  -2.089  -1.511  0.232
C  5.041  -1.938  3.025  -1.571
H  4.002  0.228  2.310  0.692
H  -0.170  2.468  2.929  0.643
C  -0.080  1.668  2.199  -0.969
Br  -3.510  -2.585  -4.181  -0.140
C  3.656  -1.497  3.511  0.430
C  -2.868  2.943  2.117  -0.963
H  3.716  -1.264  4.574  0.411
H  -2.505  -1.225  -6.600  0.378
H  -2.565  2.736  3.142  0.295
O  4.962  0.484  -1.822  -0.526
C  1.173  -1.582  -0.720  -0.074
N  -1.710  3.318  1.296  -0.031
H  2.568  0.417  3.266  0.356
C  -1.616  5.119  -0.468  -1.264
H  0.916  -0.822  3.747  0.433
N  2.390  -0.761  1.514  1.620
H  -1.265  -1.016  -2.266  0.463
C  -0.638  0.391  2.870  -0.820
H  0.979  1.586  1.961  0.245
H  4.951  -2.586  2.156  0.421
H  -2.308  -2.615  1.668  0.340
H  -1.609  0.108  2.471  0.481
H  -3.964  -1.985  -0.032  0.351
B  3.879  -0.133  -2.422  0.574
H  2.926  1.345  -3.186  0.299
H  -0.747  0.344  -1.258  0.322
B  -1.160  -1.736  0.372  0.323
H  5.582  -2.462  3.810  0.394
H  -2.388  5.623  -1.043  0.396
C  3.427  -1.567  -1.869  -0.797
O  -1.544  -2.837  1.124  -0.608
H  -1.326  5.781  0.341  0.366
H  -4.956  -1.856  -6.046  0.354

Results
Charge = +1

=====

2.
ORCA calculation (the ωB97M-V functional and the def2-TZVPD basis) on a 12-piece molecular cluster, C72H180N12O24 overall at a distorted geometry.

Each line ends with the Mulliken charge.
Element x y z (Å)
N  14.023  -15.565  -10.968  -0.416
H  4.442  -18.468  3.397  0.395
C  13.218  -13.627  -4.116  -0.515
H  18.482  -18.582  -5.402  0.451
H  14.876  -14.708  -9.135  0.445
H  4.628  -18.484  -8.976  0.277
H  19.160  -18.836  1.194  0.271
C  11.610  -8.311  -1.620  -0.675
H  14.289  -16.999  3.376  0.358
C  1.149  -15.245  -10.768  -0.236
C  11.558  -16.893  -8.323  -0.754
H  1.938  -18.079  -7.489  0.401
H  11.757  -16.074  -13.286  0.329
O  12.838  -16.379  -8.531  -0.112
H  0.909  -20.187  -7.271  0.369
C  -2.627  -12.963  -5.776  -0.835
H  1.699  -13.928  -6.159  0.322
H  12.304  -13.232  -4.559  0.103
H  3.228  -23.100  -4.055  0.349
H  12.031  -20.920  -4.339  0.238
C  12.787  -16.272  -12.991  -0.747
H  -2.609  -17.586  -12.251  0.319
C  8.356  -24.398  -0.090  -0.895
H  13.414  -16.048  -13.854  0.423
C  19.078  -21.019  -7.401  -0.628
H  -3.062  -16.781  -10.140  0.287
C  16.974  -18.777  -6.862  0.039
H  11.985  -18.868  -14.002  0.298
H  13.661  -18.414  -14.307  0.338
C  0.762  -14.485  -6.168  0.094
H  14.988  -19.205  -4.980  0.108
H  15.377  -8.387  0.118  0.327
H  6.150  -18.558  -9.478  0.432
H  11.754  -7.748  -2.542  0.366
H  17.749  -20.023  -5.234  0.398
N  7.810  -23.084  -4.042  0.193
O  7.229  -24.397  -0.936  -0.380
O  14.973  -17.539  1.659  -0.379
H  17.386  -18.097  -7.608  0.509
O  7.518  -21.125  -7.169  -0.077
O  13.379  -14.789  -4.777  0.100
H  4.644  -23.717  -0.787  0.487
O  14.107  -21.050  -4.561  -0.438
H  5.501  -16.938  -9.471  0.362
H  5.101  -24.073  -2.378  0.226
H  2.173  -17.238  -4.975  0.098
O  5.342  -15.846  -0.356  -0.430
H  2.208  -16.646  -16.826  0.342
C  4.946  -19.425  3.267  -0.594
O  10.287  -24.144  -5.554  -0.218
H  -3.514  -13.117  -6.390  0.231
H  17.216  -12.079  -3.061  0.408
H  11.853  -17.357  -3.578  -0.052
H  8.155  -17.207  -3.630  0.241
O  4.278  -20.322  4.101  -0.346
H  2.087  -19.560  -4.742  0.147
H  3.011  -19.527  -3.267  0.030
H  5.784  -21.749  4.587  0.309
H  9.734  -12.547  -4.749  0.317
O  2.084  -21.280  -3.837  -0.433
H  13.099  -14.372  -7.965  0.047
C  7.571  -18.487  -5.178  0.071
H  16.362  -18.222  -6.151  -0.160
H  9.868  -24.323  -3.512  0.346
H  6.546  -22.791  0.065  0.382
H  15.984  -13.800  -4.494  0.143
O  4.851  -18.036  -11.038  -0.409
H  3.660  -21.814  -1.645  0.265
H  13.065  -14.282  -12.340  0.292
C  16.583  -11.897  -3.930  -0.668
C  21.144  -17.329  1.908  -0.722
H  -3.167  -18.632  -8.014  0.223
H  10.004  -18.995  -4.410  0.010
H  5.619  -20.365  1.357  0.099
H  12.155  -25.192  -5.465  0.422
H  -0.010  -16.170  -5.363  0.251
H  16.333  -17.121  4.048  0.324
C  5.199  -17.371  -13.415  -0.985
H  2.658  -13.253  -9.487  0.360
H  13.406  -18.324  0.611  0.328
H  9.140  -11.912  -0.860  0.296
H  8.947  -23.483  -0.090  0.337
H  11.605  -9.771  -2.744  0.144
H  5.995  -17.027  -14.075  0.526
C  8.471  -21.359  -8.145  -0.858
H  4.006  -21.728  5.217  0.280
H  7.883  -21.275  -4.571  0.033
C  14.668  -17.955  3.015  -0.495
H  6.959  -17.181  -0.612  0.216
C  4.836  -19.705  1.730  -0.251
H  14.078  -16.600  -4.937  -0.137
C  12.930  -18.614  -13.523  -0.863
H  4.348  -22.316  3.666  0.266
H  13.349  -9.512  -1.835  -0.082
H  6.262  -18.393  -6.996  0.147
H  14.102  -11.696  -3.865  0.255
H  3.223  -17.446  -13.559  0.131
H  15.238  -15.516  -4.252  0.292
H  11.671  -17.792  -7.716  0.110
H  -0.277  -12.424  -5.691  0.412
H  12.961  -16.783  1.416  0.339
C  9.583  -24.768  -4.465  -0.675
N  15.663  -13.017  -3.943  -0.113
H  13.944  -16.043  -3.173  0.190
C  12.898  -15.242  -11.850  -0.184
C  8.051  -24.492  -4.461  -0.929
H  13.475  -19.435  -13.057  0.283
H  9.938  -19.100  -1.815  0.204
H  20.900  -16.555  2.636  0.280
H  8.524  -20.564  -8.890  0.225
H  11.475  -10.887  -0.895  0.297
C  15.402  -20.662  -6.497  -1.052
C  9.393  -12.794  -3.744  -0.763
C  8.113  -22.162  -5.162  -0.094
H  4.959  -20.548  -3.474  0.023
H  6.525  -17.229  -11.762  0.461
H  5.422  -22.118  -3.936  -0.563
N  17.026  -18.722  2.803  -0.378
H  13.019  -19.849  -3.299  0.244
C  1.502  -14.376  -14.723  -0.438
C  3.684  -16.886  -15.258  -0.716
H  -0.698  -13.938  -4.694  0.381
H  -1.598  -15.483  -11.317  0.292
H  22.223  -17.178  1.945  0.283
H  7.700  -25.272  -3.784  0.417
C  17.471  -12.012  -5.192  -0.624
C  3.037  -14.275  -9.509  -0.747
H  18.604  -17.537  3.394  0.298
C  7.201  -22.185  -6.362  -0.267
H  19.607  -20.210  2.145  0.285
H  15.781  -6.960  -0.676  0.274
H  7.983  -24.522  0.927  0.381
O  5.808  -16.800  -5.741  -0.071
H  10.107  -17.569  -5.543  0.099
O  -1.610  -13.777  -6.351  -0.197
H  20.104  -21.382  -7.452  0.271
H  20.669  -17.047  0.968  0.302
O  18.076  -13.344  -5.407  -0.329
H  18.606  -20.825  -8.364  0.244
C  5.205  -23.296  -1.621  -0.992
H  15.857  -18.684  4.649  0.334
H  5.563  -15.547  -7.188  0.110
H  6.849  -15.027  -6.080  0.324
H  0.229  -16.846  -9.912  -0.552
H  1.351  -13.312  -14.905  0.268
O  0.419  -18.487  -5.961  -0.354
H  8.342  -12.511  -3.809  0.424
C  19.254  -13.613  -4.552  -0.770
H  12.777  -21.339  -2.806  0.391
H  19.991  -12.816  -4.454  0.295
O  12.862  -17.588  -12.561  -0.239
H  16.938  -18.183  1.954  0.292
H  1.522  -16.810  -15.184  0.350
H  18.285  -11.289  -5.127  0.410
C  18.407  -18.605  3.302  -0.531
C  0.312  -16.511  -10.946  0.689
C  1.878  -16.638  -5.835  -0.111
O  20.798  -18.577  2.505  -0.361
N  -1.030  -16.235  -11.679  -0.313
H  1.601  -14.947  -11.714  -0.294
H  4.704  -17.846  1.660  0.212
O  13.915  -7.547  -1.292  -0.366
C  14.186  -15.798  -4.207  -0.316
H  5.003  -14.781  -1.968  0.295
C  4.617  -21.582  -3.433  0.256
H  -1.726  -17.707  -9.491  -0.283
H  3.827  -19.955  1.403  0.247
H  14.011  -18.824  3.022  0.385
C  -0.422  -13.504  -5.654  -0.841
H  5.912  -17.084  -1.947  0.158
H  4.004  -14.257  -10.012  0.266
C  13.979  -14.667  -9.752  -0.998
H  2.750  -16.127  -6.244  0.022
H  9.476  -13.864  -3.557  0.110
H  -4.776  -18.242  -8.802  0.283
H  10.809  -16.076  -3.616  -0.065
C  14.915  -7.475  -0.261  -0.718
H  5.145  -14.926  -5.482  0.163
C  12.756  -14.948  -8.825  -0.260
N  0.871  -15.676  -5.332  -0.364
H  4.454  -16.368  -15.830  0.385
C  9.557  -11.396  -1.725  -0.609
N  16.058  -19.778  -7.467  -0.301
C  6.729  -17.691  -6.306  -0.888
H  13.188  -9.144  -0.200  0.366
N  4.571  -22.003  -2.038  0.048
C  2.109  -19.939  -3.720  -0.364
H  9.981  -9.936  -0.203  0.405
H  11.916  -15.242  -11.376  0.158
H  7.113  -23.049  -7.021  0.511
O  -3.225  -18.934  -10.038  -0.396
H  13.658  -19.510  -6.065  0.170
O  2.224  -14.944  -15.780  -0.404
H  0.588  -14.963  -14.809  0.272
H  5.285  -16.128  -11.765  0.201
C  5.645  -14.635  -1.099  -0.718
C  19.450  -19.133  2.202  -0.430
C  10.786  -17.157  -3.480  0.364
H  14.150  -12.385  -5.470  0.057
C  16.058  -18.128  3.734  -0.645
H  5.200  -13.840  -0.500  0.260
H  -2.507  -11.885  -5.879  0.334
O  10.311  -17.131  -2.147  -0.413
H  9.094  -25.193  -0.196  0.307
C  2.329  -16.379  -15.776  -0.588
H  4.131  -18.269  -0.865  0.292
H  12.105  -23.726  -4.650  0.295
C  6.644  -23.162  -0.955  0.157
N  8.515  -17.541  -4.513  0.168
C  5.445  -17.197  -11.907  -0.424
H  -0.457  -20.417  -6.086  0.328
H  0.902  -17.309  -11.396  0.252
H  5.966  -19.225  3.595  0.370
C  9.959  -17.911  -4.519  -0.082
H  6.742  -18.807  -4.547  -0.026
H  16.787  -11.806  -6.015  0.341
H  1.999  -14.674  -13.800  0.026
H  -0.616  -19.504  -7.366  0.151
O  19.304  -19.862  -6.690  -0.400
C  -2.490  -17.700  -10.269  0.386
H  3.283  -14.384  -8.453  0.090
H  -2.797  -13.264  -4.742  0.332
H  7.235  -22.434  -1.510  -0.046
H  13.790  -13.663  -10.133  0.423
C  10.525  -10.373  -1.040  -0.581
H  6.192  -21.951  -6.023  -0.398
C  4.719  -21.604  4.402  -0.715
H  11.058  -7.765  -0.855  0.329
C  -1.787  -17.508  -11.539  -0.757
H  18.601  -18.953  4.316  0.400
H  11.048  -17.193  -9.238  0.216
H  14.778  -21.319  -7.102  0.402
H  3.718  -21.882  -5.238  0.296
H  5.754  -18.968  -0.895  0.038
H  0.683  -14.772  -7.216  -0.099
H  18.839  -13.766  -3.556  0.315
C  0.165  -19.709  -6.633  -0.784
C  5.257  -17.975  -9.705  -0.835
N  10.899  -9.372  -2.142  -0.307
H  0.539  -17.106  -7.501  0.033
N  5.241  -18.454  1.059  -0.256
O  10.175  -12.170  -2.762  -0.189
C  5.903  -17.073  -0.857  -0.352
C  13.051  -8.691  -1.182  -0.049
H  -4.239  -19.887  -8.704  0.240
H  7.958  -19.344  -5.730  -0.131
H  10.258  -17.996  -0.452  0.272
H  16.140  -21.270  -5.974  0.265
H  14.603  -6.796  0.532  0.279
H  13.899  -16.506  -10.621  0.297
H  14.139  -16.743  0.064  0.242
C  11.708  -24.201  -5.547  -0.867
H  19.786  -14.517  -4.848  0.261
H  6.729  -14.547  -1.158  0.298
C  13.748  -17.329  0.896  -0.795
O  2.235  -15.412  -9.759  0.009
C  5.844  -15.444  -6.140  -0.588
H  9.168  -22.167  -5.437  0.288
H  9.400  -21.358  -7.575  0.296
H  18.444  -21.681  -6.810  0.259
H  5.236  -18.395  -13.786  0.468
C  10.600  -18.322  -1.434  -0.361
C  12.949  -20.836  -3.757  -0.713
C  18.143  -19.400  -6.037  -0.846
H  13.065  -13.597  -3.037  0.266
H  0.477  -14.433  -10.489  0.415
H  11.878  -14.551  -9.335  0.497
H  8.296  -22.233  -8.773  0.359
H  16.129  -10.906  -3.930  0.359
H  8.750  -10.818  -2.175  0.426
H  10.978  -16.184  -7.732  0.410
N  3.924  -16.765  -13.814  -0.178
H  1.243  -19.689  -3.106  0.408
H  12.276  -23.868  -6.415  0.255
C  5.109  -18.254  -0.383  -0.086
H  15.371  -19.215  -7.948  0.264
C  -3.880  -18.863  -8.806  -0.591
C  14.307  -12.614  -4.415  -0.389
C  1.224  -17.606  -6.816  -0.275
H  7.478  -17.151  -6.886  0.422
C  14.444  -20.000  -5.491  0.283
H  11.672  -18.505  -1.361  -0.031
C  3.303  -22.029  -4.241  -0.485
H  7.555  -24.752  -5.396  0.395
H  8.266  -22.824  -3.178  0.078
H  9.694  -25.852  -4.499  0.442
H  -1.104  -18.340  -11.708  0.313
H  3.647  -17.942  -15.526  0.409

=====

Asked for gap between HOMO and LUMO across the records above, the calculation gives 7.6; 8.5 eV in order.
Asked for relative energy (zero: lowest compared OMol25 entry of this formula, charge and spin) across the records above, the calculation gives 47.27; 1274.55 kJ/mol in order.